The following is a quantum chemistry calculation of a structure of composition IZn in a non-equilibrium geometry, from the OMol25 dataset.

2S+1: 1
Molecular weight (g mol⁻¹): 192.29
Charge: +1
LUMO (eV): -8.58
Kohn-Sham gap (eV): 6.57

Geometry as XYZ:
```
2
Properties=species:S:1:pos:R:3:forces:R:3:mulliken_charge:R:1
Zn -1.250 -0.151 0.094 1.39 0.17 -0.10 0.70
I 1.250 0.151 -0.094 -1.39 -0.17 0.10 0.30
```
Forces are in eV/Å.